C34H36IrN3PS5Sb | ωB97M-V/def2-TZVPD

```
! wB97M-V def2-TZVPD RIJCOSX def2/J DEFGRID3
* xyz 0 5
Ir 0.94177 -0.74082 0.69870
S 5.90887 -1.58442 6.02553
C 4.77625 -1.29659 4.85804
S 5.18895 -0.96015 3.20661
C 3.57508 -0.96084 2.56399
C 2.57252 -1.25529 3.45167
S 0.89678 -1.34928 3.06221
S 3.08072 -1.61259 5.07756
S 3.31263 -0.59536 0.89913
C -1.61978 -4.21157 2.10641
C -1.18001 -4.41125 0.66603
Sb 0.65643 -3.40795 0.27131
C 1.16390 -4.26021 -1.62170
C 0.01288 -4.14040 -2.60293
C 1.95425 -4.46118 1.59315
C 1.91005 -5.96972 1.45156
H -2.58097 -4.69327 2.29618
H -1.72054 -3.15179 2.34597
H -0.89360 -4.63040 2.80455
H -1.91710 -4.01006 -0.03099
H -1.03983 -5.46662 0.42602
H 1.46055 -5.29805 -1.46285
H 2.03430 -3.71374 -1.98531
H -0.86901 -4.68413 -2.26130
H 0.28024 -4.54006 -3.58250
H -0.26898 -3.09558 -2.74368
H 1.66093 -4.14199 2.59432
H 2.95459 -4.06259 1.41764
H 0.90168 -6.35948 1.59303
H 2.54705 -6.45023 2.19545
H 2.25670 -6.29471 0.46948
N 2.38010 0.35033 -3.60620
C 2.56286 -0.22648 -2.39194
N 1.45418 -0.63523 -1.84230
C 0.45031 -0.31307 -2.74240
C -0.93146 -0.49125 -2.65844
C -1.69655 -0.01330 -3.69939
C -1.11301 0.62746 -4.80737
C 0.25145 0.80103 -4.91013
C 1.01641 0.31444 -3.85523
H 3.09491 0.75314 -4.18618
H 3.54046 -0.31551 -1.94318
H -1.37632 -0.94903 -1.78847
H -2.77207 -0.11512 -3.65600
H -1.75195 0.99549 -5.59931
H 0.69662 1.29481 -5.76348
N -0.48422 0.49307 0.39870
P -0.89084 2.00541 0.50986
C -1.05439 2.70512 2.17497
C -0.40012 2.10860 3.24249
C -0.49393 2.65817 4.51256
C -1.24105 3.80371 4.71627
C -1.90357 4.40523 3.65427
C -1.81172 3.85698 2.38888
C 0.22391 3.16374 -0.35763
C 0.36789 3.04876 -1.74064
C 1.26448 3.84451 -2.42216
C 2.03828 4.76925 -1.73074
C 1.90782 4.89017 -0.35794
C 1.00467 4.08978 0.32618
C -2.51042 2.20193 -0.27921
C -2.87248 3.34540 -0.97980
C -4.12175 3.43723 -1.57304
C -5.01516 2.38469 -1.46748
C -4.66036 1.24039 -0.76621
C -3.41472 1.14791 -0.17687
H 0.17851 1.21019 3.08395
H 0.01756 2.18570 5.34029
H -1.31423 4.23105 5.70830
H -2.49379 5.29717 3.81606
H -2.33828 4.32323 1.56545
H -0.23507 2.33213 -2.28733
H 1.35864 3.74870 -3.49703
H 2.74252 5.39456 -2.26380
H 2.51179 5.60533 0.18344
H 0.91432 4.18397 1.40043
H -2.17170 4.16536 -1.07555
H -4.39514 4.32889 -2.12241
H -5.99028 2.45535 -1.93228
H -5.35915 0.41928 -0.68327
H -3.12126 0.25166 0.35802
*
```

Computed properties:
**<S²>**: 6.022
**E_HOMO (alpha / beta)**: -0.22508 / -0.24795 hartree